1.
A molecular structure, C8H18ClIInO2P, computed with ωB97M-V/def2-TZVPD.

```
! RIJCOSX wB97M-V def2-TZVPD def2/J DEFGRID3
* xyz 2 1
C 0.45 1.43 -1.51
I -0.49 -1.77 2.18
H 1.22 1.00 -2.15
H 0.80 2.38 -1.10
H -0.45 1.63 -2.10
In 0.07 0.03 0.05
P -1.66 -1.04 -1.16
C -3.33 -0.43 -0.75
C -1.55 -0.90 -2.98
H -0.75 -3.24 -0.86
H -2.33 -3.30 -1.70
H -2.24 -3.02 0.07
C -1.76 -2.84 -0.89
H -0.55 -1.18 -3.30
H -2.29 -1.56 -3.45
H -4.09 -0.97 -1.33
H -3.41 0.64 -0.97
H -1.74 0.13 -3.30
H -3.50 -0.59 0.32
C -1.07 1.22 0.87
O -1.78 1.99 1.37
Cl 1.58 -1.46 -1.10
C 3.42 0.00 2.60
C 2.47 1.02 2.04
C 2.59 2.47 2.36
O 1.54 0.63 1.27
H 4.18 0.47 3.25
H 3.94 -0.52 1.77
H 2.85 -0.75 3.20
H 2.75 3.05 1.43
H 1.66 2.82 2.86
H 3.45 2.67 3.05
*
```

Results
- Relative energy (zero: lowest compared OMol25 entry of this formula, charge and spin): 92.7 kcal/mol
- E: -1754.7027 Ha
- E_HOMO (alpha / beta): -16.592 / -16.750 eV


2.
A gas-phase ion, C8H18ClN5 (charge +2), computed with ωB97M-V/def2-TZVPD.

```
! RIJCOSX wB97M-V def2-TZVPD def2/J DEFGRID3
* xyz 2 1
C 0.04 -0.15 -0.05
C -1.33 -0.06 -1.88
C -2.59 -1.19 0.84
C -3.59 1.96 1.23
C 2.46 -2.28 0.10
C 3.72 -0.36 1.19
C -2.30 1.25 1.33
C 2.55 -0.76 0.19
N -2.33 0.21 -0.99
N -2.21 0.00 0.40
N -0.14 -0.48 -1.38
N -1.55 0.06 -3.16
N 1.19 -0.18 0.52
Cl -2.90 -2.43 -0.29
H -2.62 -1.64 1.86
H -3.46 2.93 1.78
H -3.79 1.97 0.17
H -4.21 1.21 1.80
H 3.10 -2.60 -0.66
H 2.69 -2.87 0.96
H 1.39 -2.66 -0.09
H 3.41 0.66 1.64
H 4.72 -0.38 0.62
H 3.82 -1.17 2.01
H -1.45 1.87 1.11
H -2.10 0.86 2.26
H 2.84 -0.41 -0.76
H -3.12 0.87 -1.02
H 0.71 -0.70 -1.98
H -2.37 0.47 -3.62
H -0.84 -0.31 -3.81
H 1.08 0.42 1.35
*
```

Results
- Relative energy (zero: lowest compared OMol25 entry of this formula, charge and spin): 101.9 kcal/mol
- E: -1048.8317 Ha
- E_HOMO (alpha / beta): -15.658 / -15.657 eV


3.
2 unconnected molecules or ions with the total composition C8H18INO, computed with ωB97M-V/def2-TZVPD.

```
! RIJCOSX wB97M-V def2-TZVPD def2/J DEFGRID3
* xyz 0 3
C -2.37 1.63 0.71
C -0.95 1.57 -1.36
C 0.95 -2.11 0.82
C 0.62 0.99 1.28
C 1.74 -1.51 -1.97
C -1.50 0.74 -0.18
C 0.27 -1.11 -0.12
C -0.34 0.12 0.54
N -1.36 -0.78 2.42
O 1.20 -0.58 -1.07
I -2.83 -2.00 1.80
H -1.86 2.55 0.98
H -2.65 1.10 1.61
H -3.27 1.90 0.16
H -0.31 0.97 -1.99
H -1.78 1.94 -1.95
H -0.38 2.41 -0.99
H 1.67 -1.62 1.47
H 1.47 -2.86 0.23
H 0.21 -2.64 1.41
H 0.15 1.92 1.58
H 1.47 1.19 0.62
H 1.00 0.50 2.17
H 2.51 -2.14 -1.50
H 2.20 -0.93 -2.76
H 0.97 -2.17 -2.39
H -2.12 -0.06 -0.58
H -0.52 -1.65 -0.67
H -0.58 -1.36 2.70
*
```

Results
- E: -743.1216 Ha
- E_HOMO (alpha / beta): -6.351 / -9.583 eV


4.
C8H18N2 in the gas phase, computed with ωB97M-V/def2-TZVPD.

```
! RIJCOSX wB97M-V def2-TZVPD def2/J DEFGRID3
* xyz 0 1
C -0.48 -1.19 0.10
C 0.70 1.18 -0.41
C -0.59 0.34 0.02
C 0.63 -1.68 1.02
C 1.33 0.72 -1.72
C 0.21 2.64 -0.58
N -0.36 -1.86 -1.17
N 1.71 1.07 0.64
C -1.90 -1.62 0.69
C -2.36 -1.35 1.90
H 0.59 -1.90 -1.50
H -0.97 -1.45 -1.88
H 2.52 1.63 0.40
H 1.35 1.40 1.52
H -1.39 0.59 -0.68
H -0.87 0.72 1.01
H -2.48 -2.23 0.01
H 1.58 -1.26 0.72
H 0.68 -2.76 0.99
H 0.43 -1.37 2.05
H 2.04 1.48 -2.07
H 1.89 -0.20 -1.57
H 0.58 0.58 -2.49
H -0.49 2.72 -1.40
H -0.27 2.99 0.33
H 1.06 3.29 -0.79
H -3.31 -1.73 2.25
H -1.81 -0.75 2.61
*
```

Results
- Relative energy (zero: lowest compared OMol25 entry of this formula, charge and spin): 18.2 kcal/mol
- Structure (SMILES): C=C[C@@](C)(N)CC(C)(C)N
- E: -425.1019 Ha
- E_HOMO: -8.843 eV


5.
2 unconnected molecules or ions with the total composition C8H18N2, computed with ωB97M-V/def2-TZVPD.

```
! RIJCOSX wB97M-V def2-TZVPD def2/J DEFGRID3
* xyz 0 1
C 1.36 -0.23 -0.14
C 1.08 -1.31 0.91
C 1.17 -0.78 -1.56
C 2.83 0.19 -0.01
H -1.43 -0.65 -0.62
H 1.57 -2.26 0.66
H 1.40 -1.01 1.91
H 3.50 -0.65 -0.23
H 1.47 -0.04 -2.31
H 0.13 -1.06 -1.76
H 1.79 -1.67 -1.72
H 0.01 -1.50 1.03
H 3.07 1.02 -0.68
H 3.09 0.49 1.01
C -3.64 0.09 -0.56
C 0.82 1.98 1.30
C -2.50 -0.76 -0.10
C 0.40 1.09 0.15
N -2.59 -1.63 0.84
N -0.38 1.65 -0.71
H -3.46 -1.52 1.38
H -0.68 0.98 -1.42
H -4.18 -0.42 -1.36
H -4.32 0.29 0.26
H 0.90 1.41 2.22
H -3.26 1.02 -1.00
H 1.76 2.48 1.06
H 0.09 2.78 1.46
*
```

Results
- Relative energy (zero: lowest compared OMol25 entry of this formula, charge and spin): 34.3 kcal/mol
- Structure (SMILES): [H]/N=C(/C)C(C)(C)C.[H]/N=C\C
- E: -425.0763 Ha
- E_HOMO: -9.505 eV


6.
2 unconnected molecules or ions with the total composition C8H18N2O2, computed with ωB97M-V/def2-TZVPD.

```
! RIJCOSX wB97M-V def2-TZVPD def2/J DEFGRID3
* xyz 0 1
C -0.68 -3.30 -1.18
C -1.37 -1.97 -0.84
C -1.05 -1.54 0.56
C 0.21 3.54 0.71
C 0.47 2.06 0.62
C 0.82 1.34 -0.64
C 0.96 2.00 -1.99
C 2.31 0.48 1.14
H 0.40 -3.21 -1.03
H -1.06 -4.11 -0.53
H -0.87 -3.58 -2.22
H -1.01 -1.18 -1.51
H -2.45 -2.07 -0.97
H -1.47 -1.98 2.49
H -3.57 -2.81 1.35
H 0.47 3.91 1.72
H 0.81 4.09 -0.01
H -0.84 3.75 0.54
H -0.09 1.47 1.34
H 0.47 0.32 -0.69
H 1.33 3.03 -1.90
H 1.66 1.44 -2.61
H -0.01 2.02 -2.51
H 1.55 -0.24 1.35
H 3.12 -0.02 0.60
H 2.70 0.84 2.10
N -1.91 -1.95 1.57
N 1.83 1.62 0.36
O -0.09 -0.84 0.85
O -2.65 -3.11 1.33
*
```

Results
- Relative energy (zero: lowest compared OMol25 entry of this formula, charge and spin): 13.5 kcal/mol
- Structure (SMILES): C[C@@H]1[C@H](C)N1C.CCC(=O)NO
- E: -575.5137 Ha
- E_HOMO: -8.229 eV


> Look up the E of the first one.

-1754.7027 Ha


> Which value of E does entry 3 give?

-743.1216 Ha


> Which formula does entry 2 have?

C8H18ClN5